# 1
Density functional theory data (ωB97M-V/def2-TZVPD) for C20H19FN6O2 in the gas phase at a distorted geometry.

Structure (XYZ):
```
48
Properties=species:S:1:pos:R:3:forces:R:3:lowdin_charge:R:1
C -3.0532 3.3564 -2.1797 -0.75 -0.46 1.71 -0.11
O -1.9314 3.4019 -3.0105 1.16 -1.16 -0.38 -0.12
C -0.6636 3.0896 -2.5149 -0.97 2.31 1.22 -0.31
C 0.3105 3.7350 -3.2273 1.33 -0.13 -1.55 -0.01
C 1.6048 3.7760 -2.7253 0.53 -0.21 -2.02 -0.07
C 1.9207 3.1527 -1.5584 -0.95 0.12 2.97 -0.02
C 0.8199 2.7062 -0.7800 -0.03 0.47 -1.56 -0.22
C 1.0263 2.4394 0.6548 -0.06 -3.33 -0.49 -0.12
C 1.6392 3.4065 1.3871 0.23 2.37 -1.01 0.00
C 1.8767 3.2636 2.6924 0.15 0.21 2.69 -0.27
F 2.3664 4.2638 3.5107 -0.32 -0.54 -1.17 0.04
C 1.5235 2.1048 3.3009 -0.07 -3.25 1.28 -0.01
C 1.0929 0.9488 2.6044 0.30 3.03 -1.92 0.03
C 0.8298 1.1330 1.1955 -0.22 0.38 2.62 -0.08
C 0.1985 -0.0408 0.5137 -0.17 -0.49 -1.81 -0.33
C 1.2041 -1.0098 -0.0620 1.27 -0.76 -0.67 -0.06
C 0.6534 -2.3901 -0.2825 2.68 -0.22 -1.83 -0.14
N 1.3611 -3.2502 -1.1122 -1.51 4.78 1.44 0.18
C 0.8483 -4.4279 -1.2463 2.13 -0.49 1.02 -0.54
N 1.6702 -5.2731 -1.8741 0.47 -1.48 -1.31 0.14
N -0.1642 -4.9577 -0.6134 -2.13 1.02 0.85 0.16
C -0.8496 -4.1061 0.1820 0.66 -2.65 -1.58 -0.20
C -2.1403 -4.7658 0.5882 0.34 -0.33 0.80 -0.03
C -0.4171 -2.7895 0.4400 -1.09 -3.95 -1.19 -0.09
C -1.0815 -1.9565 1.3331 -0.28 5.15 2.74 -0.26
N -1.9685 -2.5093 2.2715 0.28 2.58 -0.28 0.03
O -2.6737 -1.7876 3.3375 1.13 -0.63 -1.43 -0.02
N -0.7800 -0.6671 1.3451 -2.20 -1.90 1.83 0.13
N -0.4282 2.6865 -1.2711 -0.82 -0.64 0.02 0.20
H -2.9096 4.1313 -1.3594 -0.29 -1.18 -0.57 0.10
H -3.9559 3.6905 -2.7663 1.08 -0.65 0.39 0.10
H -3.1784 2.2856 -1.7488 -0.09 1.93 -0.51 0.11
H 0.0729 4.1411 -4.2151 0.08 0.04 0.51 0.13
H 2.3983 4.1967 -3.3518 -0.33 0.15 0.32 0.12
H 2.8305 3.2665 -0.9490 -0.03 -0.18 -1.08 0.12
H 1.8348 4.3710 0.9484 0.08 0.18 -0.26 0.14
H 1.6199 1.9108 4.3681 0.27 0.72 -0.06 0.12
H 0.9462 0.0446 3.1691 -0.25 -0.21 -0.29 0.11
H -0.2351 0.3090 -0.4345 -0.75 0.32 0.51 0.14
H 2.1386 -1.1632 0.4807 -0.03 0.15 0.56 0.13
H 1.5526 -0.5997 -1.0104 0.05 -0.19 -0.17 0.13
H 2.5887 -4.9071 -2.0914 -0.28 -0.22 0.17 0.11
H 1.5959 -6.1603 -1.4212 0.39 -0.77 -0.44 0.09
H -2.8534 -4.0137 0.2783 -0.97 -0.25 0.48 0.09
H -2.1057 -4.9616 1.6869 -0.58 -0.03 -0.79 0.09
H -2.3264 -5.7568 0.0961 0.51 1.22 0.25 0.11
H -2.1145 -3.4900 2.3008 -0.42 0.00 0.51 0.06
H -2.6940 -0.8276 3.1204 0.49 -0.84 -0.54 0.10
```
Forces are in eV/Å.

HOMO-LUMO gap = 8.815 eV
relative energy (zero: lowest compared OMol25 entry of this formula, charge and spin) = 132.3 kcal per mole
E_LUMO = 0.50 eV
strongest force on any atom = 5.8 eV Å⁻¹
HOMO level = -8.3 eV

# 2
Density functional theory data (ωB97M-V/def2-TZVPD) for a molecular structure, C20H19GaN3O4S3Se2 at a distorted geometry.

Structure (XYZ):
```
52
Properties=species:S:1:pos:R:3:forces:R:3:lowdin_charge:R:1
Ga -0.3787 -0.3386 -0.5170 1.55 -0.02 -1.30 -0.13
C -0.4356 -0.1321 4.3106 0.02 -0.05 -0.25 -0.37
Se 0.3532 0.0711 2.5344 1.08 -0.26 0.69 0.93
C 2.0200 -0.9583 2.9358 -0.55 0.12 -0.15 -0.52
C 3.1886 -0.4363 2.1312 0.19 0.00 -0.38 -0.57
Se 2.9892 -0.7448 0.1825 0.40 0.31 0.31 0.89
C 4.3876 0.5530 -0.3036 -0.31 -0.34 0.13 -0.40
H -0.6183 -1.1836 4.5268 -0.03 0.06 -0.02 0.03
H -1.3776 0.4090 4.2734 -0.04 -0.03 0.04 0.02
H 0.2249 0.3118 5.0584 -0.08 -0.05 -0.12 0.02
H 1.8235 -2.0125 2.7188 0.03 0.11 0.07 0.06
H 2.2320 -0.8470 4.0036 -0.10 0.01 -0.11 0.06
H 4.1195 -0.9298 2.4338 -0.14 0.14 0.01 0.06
H 3.2821 0.6467 2.2557 0.05 -0.15 0.02 0.06
H 4.1221 1.5365 0.0738 -0.06 0.05 -0.02 0.02
H 4.4436 0.5743 -1.3887 -0.02 0.02 -0.01 0.01
H 5.3413 0.2313 0.1073 0.04 0.01 -0.01 0.01
S -0.0492 -0.2239 -2.8364 0.08 -0.01 0.46 0.71
C -0.4537 1.4723 -2.9236 0.04 0.12 0.03 -0.66
C -0.8787 1.9747 -4.1502 -0.06 0.21 0.01 -0.06
C -1.2383 3.3071 -4.3132 0.31 -0.12 1.10 -0.20
C -1.6731 3.7926 -5.5614 -0.30 0.24 -0.82 -0.20
N -2.0315 4.2006 -6.5746 -0.02 0.00 -0.12 0.16
C -1.1743 4.1843 -3.2074 0.36 -1.22 -0.04 -0.20
C -0.7225 3.6954 -1.9853 -0.08 0.03 -0.27 -0.06
C -0.3544 2.3634 -1.8228 0.09 -0.19 -0.11 -0.63
S 0.2464 1.8814 -0.2514 -0.10 -0.56 -0.06 0.69
C -1.5753 5.5284 -3.3293 -0.25 0.86 -0.05 -0.20
N -1.9142 6.6238 -3.4144 0.00 0.09 0.00 0.16
H -0.9258 1.2946 -4.9877 -0.07 0.04 -0.11 0.11
H -0.6547 4.3620 -1.1388 -0.05 0.06 0.06 0.11
O -0.4110 -4.3412 0.3841 -0.43 -1.31 0.23 0.10
C -0.1940 -3.2162 0.1695 0.45 0.94 -0.08 -0.47
N 0.1433 -2.0944 -0.0319 0.03 0.79 -0.14 0.05
C -8.4984 0.2873 -0.9702 0.00 0.07 0.06 -0.06
C -7.0915 0.2066 -0.4570 -0.03 -0.06 0.06 -0.28
C -6.0896 0.9934 -1.0168 0.09 -0.05 0.11 -0.03
C -4.7858 0.8984 -0.5616 -0.08 0.24 -0.09 -0.04
C -4.4816 0.0119 0.4542 0.36 -0.30 0.00 -0.25
C -5.4701 -0.7477 1.0480 0.09 -0.02 0.18 -0.05
C -6.7756 -0.6405 0.5991 0.02 0.10 -0.08 -0.04
S -2.7662 -0.3039 0.8359 -1.50 0.49 0.73 0.48
O -2.7012 -1.4823 1.6505 -0.11 -0.32 -0.02 -0.29
O -2.1689 0.8821 1.4120 -0.47 0.00 -0.14 -0.40
O -2.2466 -0.5249 -0.5694 -0.22 0.06 0.44 -0.32
H -8.5150 0.4490 -2.0463 -0.03 0.02 -0.05 0.08
H -9.0157 1.1207 -0.4945 -0.13 0.04 -0.03 0.08
H -9.0458 -0.6257 -0.7457 -0.07 -0.02 -0.01 0.07
H -6.3338 1.6662 -1.8277 0.02 0.05 -0.06 0.11
H -3.9978 1.4989 -0.9911 0.06 0.02 -0.16 0.12
H -5.1956 -1.4193 1.8472 -0.02 -0.15 0.01 0.11
H -7.5555 -1.2364 1.0546 -0.02 -0.06 0.02 0.11
```
Forces are in eV/Å.

HOMO-LUMO gap = 7.463 eV
relative energy (zero: lowest compared OMol25 entry of this formula, charge and spin) = 15.0 kcal per mole
E_LUMO = 2.23 eV
strongest force on any atom = 2.0 eV Å⁻¹
charge = -1
HOMO level = -5.2 eV

# 3
Density functional theory data (ωB97M-V/def2-TZVPD) for C20H19N3O4S in the gas phase.

Structure (XYZ):
```
47
Properties=species:S:1:pos:R:3:forces:R:3:lowdin_charge:R:1
C -3.2416 -2.3044 -3.6592 0.18 -0.09 -0.09 -0.09
O -4.3889 -1.7142 -3.0997 -0.21 0.17 0.21 -0.08
C -4.2709 -1.0569 -1.9127 -0.11 0.11 0.15 -0.28
C -5.4468 -0.5019 -1.4020 0.01 -0.09 -0.16 -0.02
C -5.4220 0.1840 -0.2065 0.07 -0.14 -0.21 -0.07
C -4.2446 0.3357 0.5084 0.15 0.12 0.24 -0.02
C -3.0748 -0.2134 0.0025 -0.51 0.13 0.05 -0.21
N -1.8421 -0.1191 0.6577 0.13 -0.30 -0.15 0.14
C -1.4926 0.6912 1.6930 0.21 -0.15 -0.08 -0.43
O -2.2234 1.4581 2.2799 -0.07 0.20 0.10 0.09
C -0.0321 0.5449 2.0186 0.14 -0.06 0.20 -0.13
C 0.5288 -0.7139 2.2105 -0.02 0.19 0.11 -0.01
C 1.8931 -0.8348 2.4052 0.09 -0.14 0.16 -0.05
C 2.6780 0.3006 2.3913 0.52 -0.26 0.06 -0.28
S 4.4505 0.1197 2.3718 0.21 0.17 -0.37 0.66
O 5.0929 1.0388 3.2585 -0.10 0.24 -0.02 -0.28
O 4.7754 -1.2772 2.4658 -0.32 0.01 -0.03 -0.30
N 4.7683 0.6832 0.8132 -0.05 -0.08 0.87 -0.12
C 4.3080 -0.2007 -0.2459 -0.33 -0.31 -0.21 -0.18
C 2.9321 0.2247 -0.6859 -0.25 0.06 -0.33 -0.20
C 2.6954 1.5426 -1.0637 -0.16 -0.23 -0.08 -0.02
C 1.4200 1.9213 -1.4442 0.13 -0.05 -0.02 -0.04
C 0.4148 0.9687 -1.4119 0.00 0.18 -0.13 -0.14
N 0.6240 -0.2878 -1.0478 -0.34 -0.23 -0.13 0.06
C 1.8512 -0.6481 -0.7082 0.44 0.07 -0.10 -0.10
C 2.1304 1.5616 2.2639 -0.12 0.15 0.07 -0.04
C 0.7628 1.6842 2.0928 0.02 -0.07 0.05 0.01
C -3.0865 -0.9102 -1.2068 0.06 -0.13 -0.23 0.03
H -2.8231 -3.0734 -3.0017 0.00 0.04 -0.02 0.10
H -3.5716 -2.7669 -4.5881 0.08 0.02 0.06 0.09
H -2.4710 -1.5586 -3.8810 -0.02 -0.03 0.02 0.09
H -6.3586 -0.6249 -1.9634 -0.12 -0.02 -0.07 0.11
H -6.3347 0.6096 0.1818 -0.09 0.04 0.03 0.11
H -4.2280 0.8756 1.4390 0.01 0.02 0.04 0.10
H -1.0787 -0.5917 0.1794 -0.02 0.15 0.09 0.10
H -0.0992 -1.5923 2.2001 -0.05 -0.09 -0.03 0.13
H 2.3696 -1.7928 2.5416 -0.02 -0.15 -0.02 0.12
H 5.7394 0.9468 0.7506 0.22 0.04 0.14 0.11
H 4.2935 -1.2363 0.1150 0.05 0.04 -0.26 0.11
H 4.9937 -0.1393 -1.0952 0.04 -0.01 0.17 0.14
H 3.5066 2.2546 -1.0487 0.08 0.12 0.02 0.12
H 1.2066 2.9330 -1.7505 -0.04 0.10 -0.03 0.11
H -0.6033 1.2159 -1.6822 -0.10 0.11 -0.01 0.11
H 1.9738 -1.6884 -0.4350 0.12 -0.08 0.10 0.13
H 2.7823 2.4198 2.2871 0.01 0.19 -0.05 0.12
H 0.3008 2.6536 1.9848 -0.03 0.10 -0.01 0.13
H -2.1575 -1.3210 -1.5725 0.10 -0.07 -0.08 0.10
```
Forces are in eV/Å.

HOMO-LUMO gap = 8.191 eV
relative energy (zero: lowest compared OMol25 entry of this formula, charge and spin) = 8.2 kcal per mole
E_LUMO = -0.09 eV
strongest force on any atom = 0.9 eV Å⁻¹
HOMO level = -8.3 eV

# 4
Density functional theory data (ωB97M-V/def2-TZVPD) for a molecular structure, C20H19N4OS2Sn.

Structure (XYZ):
```
47
Properties=species:S:1:pos:R:3:forces:R:3:lowdin_charge:R:1
Sn 0.0576 -0.1056 1.1096 -0.23 0.28 0.15 1.09
C 2.1598 -4.4827 3.2747 0.13 0.10 -0.16 0.01
N 2.6550 -3.7771 2.0839 -0.10 -0.29 0.14 -0.10
C 3.4293 -4.3431 1.0834 -0.08 -0.01 0.23 0.01
C 3.6715 -3.3877 0.1752 -0.11 0.18 -0.05 0.00
N 3.0302 -2.2310 0.6296 0.08 0.18 -0.25 0.01
C 2.4159 -2.4899 1.8090 0.11 -0.10 0.05 -0.68
S 1.5847 -1.4076 2.8338 -0.07 -0.09 -0.10 0.62
C 3.1382 -0.9769 -0.0341 -0.11 -0.28 0.15 -0.24
C 4.3712 -0.6306 -0.5470 0.09 0.04 -0.05 0.04
C 4.4793 0.5262 -1.2987 0.11 0.00 -0.03 0.01
C 3.3442 1.2818 -1.5290 -0.07 0.00 -0.01 0.00
C 2.1562 0.8725 -0.9604 0.08 -0.13 0.01 -0.15
N 2.0372 -0.2341 -0.1966 0.09 0.34 -0.10 0.00
H 2.4285 -5.5292 3.1731 -0.01 -0.01 0.03 0.10
H 1.0803 -4.3790 3.3368 -0.02 0.00 -0.01 0.10
H 2.6190 -4.0663 4.1675 0.01 0.00 0.01 0.10
H 3.7349 -5.3748 1.1127 -0.04 0.02 0.00 0.14
H 4.1952 -3.4227 -0.7631 -0.01 0.02 0.02 0.14
H 5.2309 -1.2546 -0.3482 0.00 0.02 0.01 0.14
H 5.4383 0.8247 -1.7006 0.00 0.00 0.00 0.14
H 3.3719 2.1819 -2.1262 -0.01 -0.01 0.00 0.13
H 1.2538 1.4445 -1.1239 -0.05 0.02 0.05 0.03
O -0.7626 -1.1510 -0.5862 0.15 -0.50 -0.30 -0.37
N -1.7550 -0.8357 -1.4268 -0.06 0.16 0.18 -0.17
C -3.0315 -0.9468 -1.0187 0.11 0.01 -0.03 0.02
C -4.0567 -0.6413 -1.8853 -0.04 -0.02 0.03 0.00
C -3.7610 -0.2302 -3.1758 -0.06 0.02 -0.03 -0.01
C -2.4345 -0.1356 -3.5692 0.03 0.00 -0.06 0.00
C -1.4374 -0.4439 -2.6729 -0.02 0.01 0.10 0.02
H -3.1662 -1.2927 -0.0059 -0.01 -0.01 0.01 0.15
H -5.0761 -0.7399 -1.5401 0.01 0.01 -0.02 0.13
H -4.5560 0.0089 -3.8687 0.01 -0.01 0.00 0.13
H -2.1607 0.1672 -4.5700 -0.02 0.01 0.02 0.13
H -0.3809 -0.4055 -2.8867 0.00 -0.02 -0.01 0.15
S -0.2791 2.6335 0.4537 0.47 0.08 -0.11 0.66
C -1.7834 3.3422 0.8197 -0.39 0.00 0.16 -0.70
C -2.6748 3.6664 -0.2280 0.00 -0.06 0.14 -0.11
C -3.8600 4.3090 0.0554 -0.01 0.00 0.02 -0.06
C -4.1862 4.6138 1.3768 -0.04 0.02 0.01 -0.03
C -3.3236 4.2863 2.4228 -0.02 0.01 -0.04 -0.05
C -2.1248 3.6636 2.1534 0.05 0.03 -0.17 -0.09
H -2.3999 3.4276 -1.2469 0.01 -0.01 0.00 0.10
H -4.5358 4.5796 -0.7449 0.01 0.01 0.02 0.12
H -5.1190 5.1188 1.5931 0.02 -0.01 0.00 0.12
H -3.5891 4.5351 3.4414 0.00 0.00 -0.01 0.12
H -1.4288 3.4318 2.9482 0.01 -0.01 -0.01 0.11
```
Forces are in eV/Å.

HOMO-LUMO gap (alpha / beta) = 7.220 / 5.888 eV
relative energy (zero: lowest compared OMol25 entry of this formula, charge and spin) = 0.0 kcal per mole
E_LUMO (alpha / beta) = -5.96 / -7.88 eV
strongest force on any atom = 0.6 eV Å⁻¹
charge = +2
HOMO level (alpha / beta) = -13.2 / -13.8 eV
spin multiplicity = 2

Question: What is the formula in the fourth record?
Answer: C20H19N4OS2Sn

Question: Which value of relative energy (zero: lowest compared OMol25 entry of this formula, charge and spin) does entry 2 give?
Answer: 15.0 kcal per mole

Question: Which value of relative energy (zero: lowest compared OMol25 entry of this formula, charge and spin) does entry 4 give?
Answer: 0.0 kcal per mole

Question: Which of these has the highest relative energy (zero: lowest compared OMol25 entry of this formula, charge and spin)?
Answer: C20H19FN6O2